# 1
This record from the Open Molecules 2025 dataset describes a cluster of 8 separate species, ClH14O7 in total in a non-equilibrium geometry. The level of theory is ωB97M-V/def2-TZVPD.

Each line ends with the Löwdin charge.
Positions of all 22 atoms, in Å:
Cl (-31.18, 6.17, -16.48)  0.179
O (-32.64, 3.77, -17.35)  -0.137
H (-32.51, 4.70, -17.09)  -0.125
H (-32.12, 3.60, -18.12)  -0.006
O (-31.19, 7.74, -19.25)  -0.100
H (-31.40, 7.22, -18.49)  -0.113
H (-31.16, 8.60, -18.82)  0.032
O (-28.71, 8.09, -16.56)  -0.111
H (-29.50, 7.54, -16.51)  -0.123
H (-28.25, 7.67, -17.29)  0.022
O (-29.51, 6.03, -13.62)  -0.086
H (-28.67, 6.21, -14.02)  0.017
H (-30.14, 5.97, -14.34)  -0.088
O (-32.21, 3.38, -14.70)  -0.076
H (-32.13, 4.31, -14.46)  0.009
H (-32.70, 3.00, -13.98)  0.017
O (-28.89, 4.34, -17.92)  -0.095
H (-29.24, 5.02, -17.34)  -0.068
H (-29.35, 4.55, -18.74)  0.026
O (-32.14, 9.04, -15.32)  -0.087
H (-31.43, 9.04, -14.70)  0.011
H (-32.10, 8.18, -15.73)  -0.096

The calculation puts the HOMO-LUMO gap at 10.078 eV. The LUMO energy is 0.1276 Eh. As for the energy above the lowest of the compared OMol25 structures with the same formula, charge and spin: 0.699 eV. The HOMO energy is -6.605 eV. Its charge is -1. Its multiplicity is 1.


# 2
This record from the Open Molecules 2025 dataset describes a cluster of 8 separate species, ClH14O7 in total. The level of theory is ωB97M-V/def2-TZVPD.

Each line ends with the Löwdin charge.
Positions of all 22 atoms, in Å:
Cl (0.15, -0.27, -0.20)  0.586
O (-0.60, 3.20, -0.98)  -0.036
H (-0.56, 2.32, -0.60)  -0.035
H (0.23, 3.29, -1.45)  0.035
O (-1.85, -3.03, -0.71)  -0.036
H (-1.40, -2.24, -1.01)  -0.030
H (-2.62, -2.71, -0.24)  0.038
O (3.15, 0.89, -0.90)  -0.053
H (3.20, 0.56, -1.79)  0.028
H (2.40, 0.45, -0.52)  -0.083
O (-0.83, -2.28, 2.24)  -0.023
H (-0.45, -1.56, 2.75)  0.023
H (-1.10, -1.87, 1.42)  -0.057
O (-2.08, 1.04, 1.42)  -0.060
H (-1.35, 0.58, 1.01)  -0.143
H (-2.86, 0.63, 1.03)  0.043
O (0.93, -0.13, -3.28)  -0.063
H (0.57, 0.02, -2.41)  -0.105
H (0.60, 0.61, -3.80)  0.042
O (1.86, 0.08, 2.78)  -0.046
H (1.41, -0.18, 1.98)  -0.064
H (1.21, 0.60, 3.26)  0.038

The calculation puts the HOMO-LUMO gap (spin up / spin down) at 11.743 / 5.193 eV. The LUMO energy (spin up / spin down) is -0.0092 / -0.2452 Eh. As for the energy above the lowest of the compared OMol25 structures with the same formula, charge and spin: 0.184 eV. The HOMO energy (spin up / spin down) is -11.993 / -11.866 eV. Its multiplicity is 2.


# 3
This record from the Open Molecules 2025 dataset describes a cluster of 8 separate species, ClH18N2O5 in total in a non-equilibrium geometry. The level of theory is ωB97M-V/def2-TZVPD.

Each line ends with the Löwdin charge.
Positions of all 26 atoms, in Å:
N (2.60, -1.32, 0.61)  0.301
H (3.43, -1.07, 1.12)  0.154
H (2.12, -2.03, 1.15)  0.136
H (2.87, -1.84, -0.21)  0.137
H (2.06, -0.47, 0.55)  -0.024
N (-1.43, -2.71, 0.29)  0.344
H (-0.74, -3.44, 0.25)  0.154
H (-2.02, -2.58, -0.52)  0.146
H (-1.00, -1.83, 0.54)  0.062
H (-2.05, -2.80, 1.09)  0.158
Cl (0.21, 0.51, -0.24)  0.011
O (-2.51, 2.06, 1.48)  -0.061
H (-3.06, 1.95, 0.71)  0.033
H (-1.69, 1.63, 1.26)  -0.060
O (-0.57, 4.10, -0.64)  -0.057
H (-0.11, 3.27, -0.74)  -0.034
H (-1.03, 4.02, 0.20)  0.015
O (1.54, -1.07, -2.78)  -0.066
H (1.12, -0.50, -2.13)  -0.101
H (1.71, -1.88, -2.31)  -0.004
O (-2.09, -0.20, -2.37)  -0.065
H (-2.89, -0.73, -2.30)  0.024
H (-1.71, -0.23, -1.49)  -0.108
O (1.77, 2.25, 2.52)  -0.067
H (1.39, 1.84, 1.74)  -0.069
H (2.11, 3.09, 2.21)  0.041

The calculation puts the HOMO-LUMO gap at 7.890 eV. The LUMO energy is -0.1853 Eh. The HOMO energy is -12.932 eV. Its charge is +1. Its multiplicity is 1.


# 4
This record from the Open Molecules 2025 dataset describes a structure of composition ClH18O9 in a non-equilibrium geometry. The level of theory is ωB97M-V/def2-TZVPD.

Each line ends with the Löwdin charge.
Positions of all 28 atoms, in Å:
Cl (14.01, -11.76, -21.55)  0.856
O (13.64, -11.76, -19.23)  -0.145
H (13.51, -11.53, -20.15)  -0.215
H (13.53, -10.94, -18.76)  0.050
O (15.81, -13.34, -21.84)  -0.156
H (16.16, -14.00, -21.24)  0.077
H (15.45, -12.66, -21.27)  -0.049
O (15.14, -10.06, -19.80)  -0.140
H (14.52, -9.38, -20.06)  -0.040
H (14.86, -10.84, -20.29)  -0.092
O (13.43, -9.26, -21.06)  -0.107
H (13.71, -8.68, -21.77)  0.072
H (13.28, -10.10, -21.49)  -0.068
O (12.67, -11.43, -23.60)  -0.154
H (12.46, -11.86, -22.77)  -0.099
H (11.82, -11.32, -24.04)  0.057
O (13.50, -13.96, -20.74)  -0.138
H (14.21, -14.12, -21.36)  -0.005
H (13.35, -13.01, -20.79)  -0.161
O (14.32, -9.92, -23.12)  -0.179
H (15.24, -10.18, -23.11)  0.035
H (13.89, -10.56, -22.55)  -0.182
O (11.46, -11.53, -21.92)  -0.071
H (11.21, -10.70, -21.51)  0.090
H (12.08, -11.92, -21.31)  -0.003
O (15.75, -11.96, -23.42)  -0.133
H (15.23, -11.46, -24.05)  0.031
H (15.15, -12.12, -22.69)  -0.129

The calculation puts the HOMO-LUMO gap at 9.098 eV. The LUMO energy is 0.1205 Eh. As for the energy above the lowest of the compared OMol25 structures with the same formula, charge and spin: 13.876 eV. The HOMO energy is -5.819 eV. Its charge is -1. Its multiplicity is 1.


# 5
This record from the Open Molecules 2025 dataset describes a cluster of 12 separate species, ClH22O15 in total in a non-equilibrium geometry. The level of theory is ωB97M-V/def2-TZVPD.

Each line ends with the Löwdin charge.
Positions of all 38 atoms, in Å:
Cl (-0.32, -0.02, -0.31)  0.739
O (0.72, 0.80, -0.88)  -0.358
O (-0.02, -0.35, 1.06)  -0.321
O (-1.59, 0.68, -0.31)  -0.333
O (-0.44, -1.21, -1.11)  -0.325
O (0.25, 3.58, -0.79)  -0.069
H (0.39, 2.69, -1.16)  0.009
H (-0.05, 3.40, 0.11)  0.038
O (-1.60, -2.83, 2.32)  -0.056
H (-1.58, -2.97, 3.27)  0.027
H (-0.80, -2.32, 2.11)  0.016
O (-3.36, -1.22, -2.45)  -0.076
H (-2.59, -0.99, -1.91)  -0.015
H (-3.94, -1.65, -1.81)  0.016
O (1.10, -1.54, -3.58)  -0.083
H (1.45, -0.64, -3.52)  0.001
H (0.39, -1.51, -2.92)  -0.011
O (2.56, 0.98, -2.80)  -0.072
H (3.47, 1.00, -2.50)  0.042
H (2.03, 0.86, -1.99)  -0.015
O (3.29, 0.43, 1.31)  -0.083
H (2.41, 0.53, 1.71)  -0.012
H (3.40, 1.21, 0.74)  -0.005
O (-2.65, 1.32, 2.58)  -0.063
H (-3.08, 2.18, 2.67)  0.033
H (-1.91, 1.47, 1.96)  0.011
O (3.38, 2.98, -0.41)  -0.057
H (2.49, 3.35, -0.59)  0.031
H (3.96, 3.74, -0.36)  0.044
O (1.31, 0.67, 3.62)  -0.054
H (0.83, 1.09, 4.34)  0.040
H (0.81, -0.13, 3.43)  0.031
O (-3.80, -1.27, 0.44)  -0.071
H (-3.18, -0.53, 0.32)  0.003
H (-3.85, -1.39, 1.39)  0.030
O (-0.08, -4.28, -1.08)  -0.063
H (0.69, -4.71, -1.46)  0.029
H (-0.08, -3.39, -1.47)  0.003

The calculation puts the HOMO-LUMO gap at 10.159 eV. The LUMO energy is 0.0882 Eh. As for the energy above the lowest of the compared OMol25 structures with the same formula, charge and spin: 0.000 eV. The HOMO energy is -7.760 eV. Its charge is -1. Its multiplicity is 1.


# 6
This record from the Open Molecules 2025 dataset describes a cluster of 15 separate species, ClH28O18 in total in a non-equilibrium geometry. The level of theory is ωB97M-V/def2-TZVPD.

Each line ends with the Löwdin charge.
Positions of all 47 atoms, in Å:
Cl (0.77, 0.71, -0.45)  0.902
O (-0.20, -0.17, 0.26)  -0.376
O (1.88, -0.16, -1.09)  -0.341
O (0.10, 1.51, -1.50)  -0.353
O (1.36, 1.70, 0.52)  -0.332
O (2.68, 1.24, 3.21)  -0.043
H (2.65, 1.23, 2.26)  -0.011
H (2.69, 0.33, 3.50)  0.015
O (-1.07, 2.14, -3.86)  -0.065
H (-1.54, 1.39, -4.11)  -0.013
H (-0.66, 1.83, -3.02)  -0.019
O (3.12, -2.07, 1.32)  -0.037
H (2.44, -1.73, 1.87)  -0.044
H (2.92, -1.94, 0.41)  -0.014
O (0.50, -0.72, -3.69)  -0.031
H (0.89, -0.17, -4.33)  0.041
H (0.95, -0.45, -2.89)  -0.001
O (-0.53, 0.41, 3.32)  -0.013
H (-1.45, 0.37, 3.29)  -0.008
H (-0.25, -0.40, 2.95)  -0.052
O (0.74, 3.24, 2.74)  -0.064
H (0.78, 3.10, 1.81)  -0.051
H (0.35, 4.15, 2.82)  0.064
O (-2.75, 0.77, -1.53)  -0.076
H (-2.36, 1.11, -0.76)  -0.080
H (-2.20, -0.05, -1.64)  -0.011
O (1.89, -2.82, -1.67)  -0.043
H (1.57, -3.27, -2.44)  0.031
H (1.12, -2.65, -1.12)  -0.026
O (-0.53, 3.75, -0.03)  -0.050
H (-0.95, 3.71, -0.94)  0.097
H (0.33, 3.51, -0.24)  -0.016
O (-1.66, -1.57, -2.24)  -0.027
H (-1.25, -2.16, -1.67)  -0.052
H (-0.95, -1.36, -2.87)  0.020
O (-2.49, -1.23, 0.80)  -0.040
H (-1.58, -1.14, 0.52)  -0.051
H (-2.34, -1.42, 1.77)  0.068
O (-2.06, 1.70, 0.89)  -0.037
H (-1.41, 1.02, 0.90)  -0.037
H (-1.67, 2.53, 0.68)  -0.014
O (0.72, -1.75, 2.36)  -0.034
H (0.52, -2.17, 1.56)  0.003
H (0.72, -2.34, 3.14)  0.114
O (-0.41, -2.89, -0.31)  -0.051
H (-0.31, -3.72, -0.83)  0.117
H (-1.06, -3.10, 0.31)  0.041

The calculation puts the HOMO-LUMO gap at 8.402 eV. The LUMO energy is 0.0690 Eh. As for the energy above the lowest of the compared OMol25 structures with the same formula, charge and spin: 2.174 eV. The HOMO energy is -6.524 eV. Its charge is -1. Its multiplicity is 1.


# 7
This record from the Open Molecules 2025 dataset describes a cluster of 15 separate species, ClH28O18 in total in a non-equilibrium geometry. The level of theory is ωB97M-V/def2-TZVPD.

Each line ends with the Löwdin charge.
Positions of all 47 atoms, in Å:
Cl (0.69, -0.21, 0.53)  0.908
O (0.83, -0.46, 2.00)  -0.332
O (0.90, -1.51, -0.23)  -0.359
O (-0.68, 0.31, 0.22)  -0.336
O (1.68, 0.83, 0.08)  -0.327
O (-2.99, 2.04, 0.23)  -0.034
H (-2.33, 1.32, 0.19)  0.001
H (-3.73, 1.63, -0.17)  0.011
O (0.27, 1.52, -2.63)  -0.053
H (0.91, 0.81, -2.47)  -0.001
H (-0.55, 1.02, -2.61)  0.006
O (-1.45, -2.34, -1.39)  -0.079
H (-1.59, -3.24, -0.99)  0.067
H (-0.65, -2.04, -0.95)  -0.032
O (-1.23, -2.55, 1.80)  0.009
H (-0.84, -1.72, 1.59)  -0.025
H (-1.19, -2.71, 2.70)  0.028
O (0.84, -3.62, -2.50)  -0.047
H (1.03, -3.69, -3.46)  0.060
H (0.17, -2.97, -2.48)  -0.022
O (0.56, 0.78, 4.38)  -0.057
H (1.11, 0.08, 4.74)  0.037
H (0.54, 0.39, 3.52)  -0.048
O (-1.87, 0.64, 2.81)  -0.021
H (-1.78, 1.10, 3.63)  0.038
H (-2.59, 0.07, 2.98)  0.033
O (-2.31, 0.13, -2.66)  -0.035
H (-3.16, 0.32, -2.26)  0.039
H (-2.06, -0.64, -2.17)  -0.014
O (3.43, 2.21, -1.59)  -0.057
H (3.53, 1.90, -2.47)  0.011
H (3.03, 1.46, -1.11)  -0.008
O (2.12, -0.74, -2.39)  -0.050
H (2.67, -1.40, -2.80)  0.043
H (1.81, -1.08, -1.55)  -0.037
O (2.89, 2.87, 1.13)  -0.057
H (2.31, 3.25, 1.83)  0.050
H (2.68, 1.96, 1.09)  -0.049
O (-0.51, -4.60, 0.17)  -0.048
H (-0.84, -4.01, 0.86)  -0.001
H (0.30, -4.22, -0.08)  -0.019
O (-0.66, 2.80, 1.73)  -0.055
H (-1.40, 3.17, 1.23)  0.033
H (-0.72, 1.84, 1.76)  -0.030
O (0.58, 3.40, -0.75)  -0.083
H (0.04, 3.14, -0.02)  -0.045
H (0.23, 2.77, -1.42)  -0.015

The calculation puts the HOMO-LUMO gap at 8.350 eV. The LUMO energy is 0.0840 Eh. As for the energy above the lowest of the compared OMol25 structures with the same formula, charge and spin: 1.172 eV. The HOMO energy is -6.065 eV. Its charge is -1. Its multiplicity is 1.


Which E belongs to each record? In order, -995.38634, -995.15393, -956.41181, -1147.78707, -1601.84823, -1831.08146, -1831.11831 hartree.